{
  "formula": "C7H10O",
  "method": "wB97M-V/def2-TZVPD",
  "species": ["C", "C", "C", "C", "C", "C", "C", "H", "H", "H", "H", "H", "H", "H", "H", "H", "H", "O"],
  "xyz": [[0.841, -1.306, -0.201], [1.140, 1.114, -0.127], [-0.290, 1.185, 0.413], [-0.632, -0.155, 1.302], [-0.558, -1.032, 0.104], [-1.205, -0.521, -1.079], [-1.146, 0.898, -0.881], [1.031, -1.930, -1.181], [1.211, -1.910, 0.756], [1.860, 1.580, 0.621], [1.547, 1.898, -0.948], [-0.510, 2.213, 0.834], [0.013, -0.491, 2.104], [-1.735, -0.057, 1.637], [-0.798, -1.830, 0.785], [-1.337, -1.143, -2.037], [-1.064, 1.669, -1.632], [1.631, -0.182, -0.472]],
  "lowdin_charge": [-0.2268, -0.2103, -0.2347, -0.0814, -0.4667, -0.0066, -0.0032, 0.1630, 0.1542, 0.1173, 0.1602, 0.1403, 0.1157, 0.1488, 0.1312, 0.1394, 0.0907, -0.1311],
  "gap_ha": 0.35776,
  "total_energy_ha": -347.8101,
  "homo_energy_ev": -8.81,
  "spin_multiplicity": 1,
  "lumo_energy_ev": 0.92,
  "de_lowest_kcal_mol": 96.03
}